Molecular formula: C17H25N3O6S
Method: DFT, ωB97M-V/def2-TZVPD

```
52
Properties=species:S:1:pos:R:3:forces:R:3:lowdin_charge:R:1
C 4.720348 2.660745 -4.842469 0.4 0.3 -0.2 -0.073
H 4.618248 3.063345 -5.850300 0.0 0.0 0.1 0.094
O 3.509488 1.979699 -4.598710 -0.2 -0.2 0.2 -0.066
C 3.295623 1.289073 -3.446710 -0.1 -0.1 0.0 -0.193
C 2.101609 0.571329 -3.434796 0.2 0.1 0.0 0.011
C 1.704647 -0.173840 -2.343465 0.2 0.0 0.2 -0.043
C 2.513679 -0.217486 -1.217154 0.2 0.0 -0.3 -0.150
C 3.721356 0.470052 -1.224384 -0.1 0.0 0.0 0.051
C 4.128297 1.232128 -2.310673 0.1 0.1 -0.1 -0.176
O 5.306229 1.933392 -2.325896 -0.4 -0.1 -0.3 -0.114
C 6.178491 1.812289 -1.228531 0.2 0.0 0.2 -0.076
H 5.731574 2.209346 -0.311643 0.0 0.0 0.0 0.098
H 7.052413 2.408022 -1.488933 0.0 -0.1 0.1 0.096
H 6.482125 0.773659 -1.067151 0.0 0.0 0.0 0.101
H 4.343630 0.392922 -0.347968 0.1 0.0 0.1 0.117
C 2.201361 -1.073012 -0.034219 0.0 0.0 0.0 -0.415
O 2.977438 -1.933838 0.343698 0.3 -0.1 0.0 0.070
N 1.025924 -0.844817 0.602306 -0.1 -0.1 0.1 -0.038
C 0.069496 0.198931 0.322645 -0.3 0.3 -0.2 -0.121
H -0.064732 0.805788 1.225834 0.1 0.0 -0.2 0.118
H 0.424448 0.831504 -0.490328 -0.1 0.0 0.1 0.122
C -1.284925 -0.431008 -0.031523 0.2 0.6 -0.2 -0.161
N -1.722182 -1.369910 0.981438 -0.6 0.2 0.8 -0.230
S -2.475844 -0.641732 2.280632 -0.3 -0.1 -0.9 0.635
O -1.848918 0.588962 2.662438 -0.1 0.2 0.0 -0.267
O -2.650300 -1.647339 3.284256 0.1 -0.2 0.0 -0.263
N -3.896986 -0.244683 1.503409 0.9 -0.1 0.4 -0.232
C -4.615853 0.898369 2.039929 -0.2 0.3 0.5 -0.162
H -3.874244 1.645741 2.318174 -0.2 0.1 0.0 0.115
C -5.458330 0.487472 3.249600 0.1 0.3 -0.1 -0.183
H -6.086743 1.312848 3.588179 0.1 0.0 0.0 0.130
O -6.336541 -0.563586 2.913315 -0.2 0.1 -0.1 -0.125
C -5.624371 -1.704310 2.481882 0.1 -0.2 -0.2 -0.187
H -6.376742 -2.456689 2.239956 0.1 0.0 0.0 0.130
C -4.762656 -1.383834 1.256053 -0.4 -0.5 0.1 -0.162
H -4.120773 -2.226965 1.004616 -0.2 -0.1 -0.1 0.119
H -5.400441 -1.134598 0.402172 0.1 -0.1 0.0 0.133
H -4.974515 -2.070587 3.287851 -0.2 0.0 -0.1 0.114
H -4.785544 0.173211 4.061739 -0.1 0.1 0.0 0.130
H -5.261451 1.287268 1.246133 0.1 0.0 0.0 0.134
C -0.720400 -2.366505 1.315884 0.3 -0.2 0.5 -0.156
H -0.591551 -3.017675 0.445689 0.0 0.0 0.1 0.137
C 0.610940 -1.710427 1.686346 0.0 -0.5 0.0 -0.104
H 0.478027 -1.118367 2.599096 0.1 0.0 0.0 0.135
H 1.391916 -2.457883 1.836969 -0.1 0.1 0.1 0.127
H -1.112129 -2.943832 2.152349 0.2 -0.1 -0.1 0.115
H -1.216723 -0.973826 -0.979498 0.0 0.0 0.0 0.125
H -2.055193 0.335845 -0.106815 0.1 0.0 -0.2 0.119
H 0.785251 -0.737311 -2.384033 -0.1 0.0 0.0 0.111
H 1.493144 0.617275 -4.324072 0.0 0.0 -0.1 0.122
H 4.874858 3.479305 -4.137077 0.0 -0.1 -0.1 0.093
H 5.577529 1.985545 -4.806238 -0.1 0.1 0.0 0.097
```
Forces are in eV/Å.

Values from the calculation:
orbital gap = 8.93 eV
SMILES = COc1ccc(C(=O)N2CCN(S(=O)(=O)N3CCOCC3)CC2)cc1OC
highest occupied orbital energy = -8.3 eV
total charge = 0
ΔE to the lowest compared entry with this formula, charge and spin = 40.6 kcal/mol


Molecular formula: C17H25N4O9P2Ti
Method: DFT, ωB97M-V/def2-TZVPD

```
58
Properties=species:S:1:pos:R:3:forces:R:3:mulliken_spin:R:1
Ti -0.232122 0.032977 -0.228963 2.6 -1.8 -1.6 1.109
P 0.608789 1.514164 -2.068244 0.7 -0.4 -1.1 -0.025
C 1.353965 0.313300 -3.130547 -0.6 -0.9 0.3 -0.002
C 1.453457 -1.021444 -2.690658 -0.2 1.6 0.0 -0.010
N 0.969504 -1.392690 -1.428702 -0.2 0.7 0.2 -0.016
C 1.413842 -2.569021 -0.920293 0.7 -1.3 -0.5 0.007
C 2.125525 -3.494314 -1.674610 -0.6 0.0 1.7 -0.006
C 2.453766 -3.215097 -2.999283 -0.2 1.2 -1.1 0.002
C 2.121313 -1.976472 -3.502451 0.4 -1.1 0.0 -0.004
C 1.170042 -2.876260 0.547733 0.0 0.0 -0.1 0.006
P -0.346540 -2.048854 1.153836 0.6 -0.8 0.0 -0.028
H 2.401017 -1.649354 -4.500251 0.0 -0.2 0.2 0.000
H 2.415458 -4.430427 -1.197171 0.0 0.3 -0.2 0.000
H 2.973815 -3.944989 -3.612736 0.0 0.1 0.1 0.000
H 1.076912 -3.961275 0.710659 0.1 0.3 -0.1 0.000
H 2.010729 -2.515514 1.168029 -0.3 0.0 -0.3 0.002
H -3.079820 0.266024 -0.714824 -0.1 0.2 -0.3 0.002
H 1.721271 0.569244 -4.130766 -0.2 0.0 0.5 0.000
H -6.795897 -2.084682 0.868505 -0.5 0.1 -0.1 0.000
O -2.348546 -0.356372 -0.629097 -0.4 -0.6 0.7 -0.007
H -2.711127 -1.086341 -0.074538 0.3 0.5 -0.6 0.004
H -1.860219 1.605123 0.616946 0.2 0.6 0.7 0.004
O -5.850187 -2.206504 0.881536 0.7 -0.5 0.5 0.000
H -5.721074 -2.924890 1.527614 -0.1 0.4 -0.4 0.000
C -1.578218 -3.371160 1.015251 -0.4 -0.1 0.0 0.007
H -1.354590 -4.144648 1.762434 -0.1 0.1 -0.2 -0.001
H -2.593135 -2.989150 1.194678 0.2 -0.2 0.0 0.000
H -1.540375 -3.816048 0.012700 0.0 0.1 0.2 0.000
C -0.058037 -1.875057 2.926421 -0.2 0.2 0.4 0.010
H -0.794542 -1.165562 3.324707 0.2 -0.2 0.1 -0.001
H -0.177378 -2.844935 3.426289 0.1 0.3 0.0 0.000
H 0.945985 -1.474504 3.110938 -0.2 -0.1 -0.1 -0.001
C 1.991476 2.598101 -1.574572 -0.1 0.4 0.3 0.008
H 2.263377 3.252103 -2.412992 0.0 -0.1 0.2 -0.002
H 1.697562 3.216257 -0.719364 0.2 0.1 -0.1 0.001
H 2.856846 1.986697 -1.289157 -0.3 0.1 -0.1 -0.004
C -0.466678 2.578983 -3.073452 -0.2 0.2 0.1 0.005
H -1.023233 3.249571 -2.402046 0.1 0.0 -0.3 0.001
H 0.134816 3.170480 -3.777971 -0.3 -0.2 0.1 0.000
H -1.172770 1.944026 -3.623921 0.2 0.2 0.1 0.001
O -0.050207 6.493798 4.382028 1.4 -1.9 -0.9 -0.004
N 0.802512 5.645602 4.037976 1.0 3.0 1.9 0.003
O 2.023028 5.776867 4.274701 -2.5 -0.8 -0.7 -0.007
C 0.345543 4.475781 3.327131 -0.8 -1.4 -1.0 -0.022
C -1.023834 4.378093 2.999937 0.4 0.3 0.1 0.110
C -1.444288 3.317448 2.187675 1.0 0.0 0.5 -0.013
C -0.517955 2.338884 1.843281 -0.6 -0.5 -1.4 0.056
O -0.946562 1.330847 1.022740 -1.3 1.3 1.2 0.009
C 0.839437 2.417367 2.162060 0.2 -0.1 -0.4 -0.055
C 1.287405 3.515853 2.909952 -0.6 0.2 0.1 0.134
N 1.755537 1.499215 1.588538 -1.2 0.7 0.5 0.286
O 2.961045 1.620137 1.762997 0.8 0.1 0.2 0.439
O 1.309199 0.543032 0.764244 0.2 -0.4 0.2 -0.005
N -2.786973 3.231807 1.649814 -2.9 0.9 -0.2 0.004
O -3.699034 3.895680 2.151756 2.5 -1.5 -1.1 -0.012
O -3.014301 2.494725 0.610401 0.5 1.1 1.8 0.000
H -1.741785 5.119936 3.333048 0.2 0.0 -0.1 0.004
H 2.343897 3.605458 3.129326 -0.1 0.1 0.0 0.011
```
Forces are in eV/Å.

Values from the calculation:
orbital gap (spin up / spin down) = 4.00 / 4.08 eV
2S+1 = 3
highest occupied orbital energy (spin up / spin down) = -9.2 / -9.2 eV
total charge = +1